134
Properties=species:S:1:pos:R:3:forces:R:3:mulliken_charge:R:1 method="wB97M-V/def2-TZVPD" total_charge=-1 e_above_lowest_ev=3.8883 e_tot_ha=-7335.78769 homo_energy_ev=-4.94 lumo_ev=0.50
C -0.80455 1.84656 1.77075 -0.58 -0.67 0.54 0.882
C -1.13355 4.30904 0.87779 0.26 0.61 0.50 0.105
H 3.11306 -5.79973 3.13110 0.02 -0.03 -0.04 0.342
H 0.21440 -2.28943 3.11078 -0.71 0.82 -0.26 0.372
P -0.81884 0.72124 4.17363 0.17 0.39 2.40 1.878
H 4.33961 -10.56301 -0.56421 -0.20 0.23 -0.13 0.367
H -8.65574 7.38508 -2.22369 0.07 0.55 0.76 0.296
H 3.50148 -10.42004 0.98997 0.08 -0.07 0.15 0.355
C -3.34215 3.57439 -2.92894 0.54 1.09 -0.18 -0.634
H -2.27448 -0.56942 0.42900 -0.47 0.11 0.77 -0.037
H -3.35923 4.38681 1.35589 1.01 0.52 0.15 0.195
H -1.87077 6.84071 0.28338 -0.64 -0.35 0.52 0.366
C -0.74933 -1.86034 2.73134 -1.48 -1.54 0.27 -0.264
C -3.69064 6.24807 -1.34371 -1.15 -1.03 0.24 -0.688
O 4.35550 1.36536 -3.67991 -3.32 0.27 -2.57 -0.760
H 5.75338 -6.52659 -0.64038 -0.03 -0.07 -0.04 0.351
O 3.77472 -8.14167 2.10363 3.45 2.38 -0.16 -0.779
H 0.18806 -6.96010 1.77236 0.03 0.04 0.04 0.307
H -0.48542 -0.82418 7.50012 -0.14 1.06 0.64 0.248
H -0.56587 3.72415 2.95899 0.30 -0.51 -0.90 0.192
S -4.18271 9.09803 0.40447 -0.51 -1.51 -0.09 -0.198
H -3.49776 2.55264 -3.35317 0.00 0.85 0.63 0.361
H -4.21459 -0.42047 1.67249 0.64 0.05 0.28 0.068
N 3.46872 -8.65875 -0.20753 1.12 -1.27 -0.02 0.197
H 4.72638 -1.34995 -7.13237 -0.01 -0.03 -0.06 0.349
H -0.34314 2.07153 4.48322 -0.30 0.12 -0.10 -0.299
C -0.39342 3.35927 1.91362 -0.10 -0.35 -1.19 -1.684
H 1.80191 -6.35588 -1.63167 -0.04 -0.14 0.16 0.290
C -1.67551 0.88645 5.89737 -0.36 0.41 0.42 -0.757
H 1.52577 0.90943 5.11616 -0.73 -0.97 -0.08 0.347
H 0.09867 1.86703 0.01313 -0.14 -0.17 0.22 0.446
H -1.51304 -1.59507 4.76544 -0.01 0.52 -0.97 0.404
H 4.21966 -2.69033 -1.92826 0.01 -0.03 0.08 0.282
C 4.92024 -6.33728 -1.32150 0.02 -0.14 -0.07 -1.062
Cl -1.48797 0.14969 9.48859 0.53 -0.10 -0.67 -0.265
C -0.37323 0.16575 8.02329 0.95 0.16 -0.76 -0.475
H 2.15634 -4.80040 -0.87018 -0.19 -0.08 -0.04 0.197
H 1.44668 -5.29338 2.93454 0.02 -0.17 -0.23 0.158
H -2.63486 -0.90759 3.54587 1.06 -0.20 -0.02 0.404
O -2.37424 1.31985 3.55765 0.35 0.77 -2.04 -0.694
H -8.94815 9.15703 -2.17635 0.47 -0.91 0.49 0.297
H -2.26971 -0.02902 6.19141 0.70 0.81 0.05 0.399
C -2.41971 4.98771 1.49420 0.53 0.45 -0.11 -0.293
H 4.94283 -1.32076 -1.07124 -0.05 0.05 0.01 0.368
H 7.11421 -0.86315 -3.50635 0.01 -0.10 0.08 0.317
H 0.74922 -0.71192 5.63362 0.18 0.71 -0.56 0.256
H 1.39807 -0.45893 3.96483 -0.47 0.37 0.73 0.476
C 4.13623 -2.90154 -4.86317 -0.74 -0.30 1.20 -0.888
N 2.20536 -6.50968 1.36085 -0.89 0.53 0.23 0.180
H -3.13228 3.55554 -1.82572 -0.34 -0.54 -1.01 -0.090
N 3.86932 -1.51895 -5.19104 -1.53 2.37 -2.35 -0.073
N 5.81196 -0.02551 -4.96214 0.60 1.25 -0.92 0.208
H -1.30819 2.10061 7.67902 0.81 -0.62 -0.56 0.469
H 0.70510 3.40135 1.65300 -0.92 -0.13 0.60 0.403
H 4.04148 -3.54518 -5.74113 -0.11 0.41 -0.18 0.370
H -5.62276 6.28251 -2.36176 0.49 -0.87 0.34 0.008
H 0.18926 1.93576 6.70387 -0.60 -0.76 0.07 0.287
H 5.08708 -9.66450 0.73155 -0.15 0.02 0.14 0.306
O -0.05308 0.99086 2.63261 -1.21 0.93 -1.83 -0.644
C -7.23813 8.62604 -0.95466 -0.59 1.05 -0.31 -0.825
H 5.63018 1.97233 -5.66151 -0.01 0.00 0.21 0.304
H -10.11250 7.13906 -0.18447 0.27 0.98 -0.15 0.239
H -3.57729 7.29145 -1.75993 0.11 -1.12 0.20 0.480
N 3.92308 -0.82510 -2.84780 -0.20 -0.66 0.94 0.211
H 1.86606 -1.27607 -2.72704 -0.14 -0.03 0.14 0.281
H 0.66754 -7.32367 0.13002 0.20 -0.09 -0.07 0.192
H -1.32375 3.81618 -0.11510 0.02 0.26 1.03 -0.032
H -2.78597 7.13663 1.80942 -0.29 -0.54 -1.15 0.543
O -0.64531 1.39549 0.41557 0.18 0.54 0.51 -0.598
C -9.79149 8.18722 -0.40946 0.84 0.32 0.00 -0.929
C -2.70875 6.45142 0.91931 0.42 -0.90 0.94 -1.244
P 3.62531 -7.28067 0.83691 -6.87 -2.69 -1.51 0.783
Br -1.22811 -4.73530 3.45875 -0.58 0.66 -0.23 -0.255
C 2.60062 -5.66236 -1.37722 -0.82 0.90 0.88 -0.999
H 6.78891 1.76005 -4.33351 -0.03 0.18 0.03 0.356
H -9.33301 8.65152 0.51164 -0.68 -0.62 -0.72 0.274
C 4.73504 -1.72901 -2.06652 0.14 -0.17 -0.10 -0.846
H -0.57816 -1.34722 1.75291 -0.04 -0.14 0.97 -0.011
C 4.12678 -9.88413 0.26995 0.09 0.07 0.15 -1.086
H 6.75134 -1.92346 -4.91375 -0.15 -0.16 0.30 0.250
C -4.93101 5.47586 -1.97663 0.28 0.86 -0.96 -0.493
C -1.54416 -1.01000 3.79500 1.19 -1.06 0.19 -1.373
S -6.63788 7.39248 0.27506 1.10 -0.84 -0.72 -0.064
H 5.15807 -5.40720 -1.84707 -0.08 0.01 0.08 0.295
H -3.02664 2.48795 2.09607 0.81 -0.90 -0.83 -0.134
H 7.18118 1.23955 -5.98063 -0.06 -0.32 0.09 0.366
C 2.37169 -5.49211 2.38945 0.58 0.08 0.00 -0.942
N 3.66126 -6.23023 -0.57510 3.69 -0.24 0.60 0.071
H -6.51223 8.79096 -1.79864 -0.51 -0.40 0.98 0.381
C -1.66095 -3.14123 2.37798 0.80 1.65 -1.39 -0.608
C 0.86281 0.04661 4.81385 0.53 -0.32 -0.40 -1.440
H -7.36888 9.60831 -0.41759 0.33 -0.91 -0.56 0.483
P -3.21481 0.35161 1.01115 -0.64 2.40 -2.76 0.331
H -2.40243 3.98295 -3.40666 -0.87 -0.41 0.45 0.225
H 2.97402 -5.27694 -2.32974 0.44 -0.15 0.20 0.416
H 0.44024 -5.65744 0.60368 -0.08 0.01 0.07 0.232
C -2.35055 1.58418 2.15751 0.11 0.50 1.84 0.079
H 5.69559 -1.96206 -2.51328 0.02 0.11 -0.20 0.190
H 0.68257 0.19869 8.40741 -1.12 0.10 -0.12 0.348
H 1.41166 -9.17711 -0.33559 -0.12 0.06 -0.02 0.306
C 6.90519 -0.89826 -4.57851 -0.09 -0.69 -0.30 -1.069
H -10.67179 8.82653 -0.67874 0.68 -0.79 0.16 0.324
H 3.08988 -2.04993 -7.10043 0.00 0.01 0.12 0.435
C -0.71180 1.37349 7.05170 -1.46 -0.66 0.93 -0.637
H -2.72965 5.68453 -1.43128 -0.89 0.38 -0.04 0.486
C -4.54758 4.56188 -3.20617 -0.61 -0.61 0.20 -0.672
H -2.21763 5.10213 2.59994 -0.35 -0.22 -1.09 0.334
H 2.71072 -4.54767 1.94146 -0.06 0.15 0.12 0.288
H -2.72691 -2.81402 2.43880 0.75 -0.88 0.35 0.427
H 5.12993 -3.08878 -4.46108 0.07 0.15 0.12 0.269
H 2.28029 0.40759 -2.35840 0.02 -0.01 -0.02 0.345
H 7.83726 -0.60642 -5.07423 -0.27 0.23 -0.07 0.404
C 0.82517 -6.62748 0.94703 -0.07 -0.10 -0.24 -0.737
C 2.29657 -9.05440 -0.96493 -0.09 0.43 -0.61 -1.051
H 2.60876 -0.84174 -1.17637 0.20 -0.04 -0.07 0.523
P 4.19897 -0.02394 -4.32183 5.64 -2.89 3.98 0.840
O -3.87867 1.18574 -0.11210 0.89 -1.47 1.76 -0.602
H 4.88576 -7.15543 -2.05030 0.04 0.01 -0.06 0.345
C -4.79331 7.54161 0.27683 0.09 1.38 -0.01 -0.230
C 6.37703 1.30410 -5.23843 -0.14 0.13 0.03 -1.075
H 3.40104 -3.27776 -4.14471 0.14 -0.06 0.11 0.242
H -1.45103 -3.38827 1.30310 -0.24 -0.31 1.07 0.425
H -5.44893 3.91666 -3.41707 0.76 0.75 0.13 0.360
C 2.61137 -0.62740 -2.24670 -0.25 0.23 -0.46 -1.364
H -4.40222 5.19822 -4.12729 0.08 -0.66 0.95 0.319
H 3.30582 -0.33217 -6.84743 0.09 -0.01 -0.01 0.344
N -3.97304 6.35954 0.14295 -0.56 2.59 -0.03 0.278
H 2.09519 -8.37873 -1.79546 -0.25 0.23 0.15 0.229
C 3.74874 -1.30887 -6.63876 0.14 0.05 -0.08 -1.167
H -0.40660 5.14992 0.66223 -0.72 -0.78 0.19 0.469
C -8.66859 8.26710 -1.53761 -0.22 0.68 0.18 -0.397
H -5.52762 4.93673 -1.18930 1.03 0.33 -0.73 0.395
H 2.45047 -10.02145 -1.45602 0.28 0.09 0.21 0.400
H -2.44449 1.70205 5.76421 0.81 -0.90 -0.06 0.234

---

16
Properties=species:S:1:pos:R:3:forces:R:3:mulliken_charge:R:1 method="wB97M-V/def2-TZVPD" total_charge=+1 smiles="CN1C=[NH+]N(C=O)C1" e_above_lowest_ev=4.2292 e_tot_ha=-396.38083 homo_energy_ev=-13.59 lumo_ev=-4.04
H 1.34770 1.85513 -1.44784 -0.85 -1.32 1.45 0.316
C -1.47583 -1.67885 -0.72112 -1.25 -1.91 1.09 -0.810
N -0.50403 -0.60118 -0.53507 -1.10 -0.89 -0.99 0.184
H 0.80942 -1.22429 1.07765 -1.80 1.42 -0.90 0.318
N 0.79166 1.18706 -0.82839 0.07 0.76 -3.21 -0.183
H -0.57698 -0.03837 1.58356 0.55 -0.93 -1.62 0.416
N 1.05443 0.91945 0.47512 -2.41 -4.30 1.22 0.044
H -1.04190 -2.71115 -0.66517 0.23 1.13 -0.23 0.342
C 0.01771 0.22666 -1.37235 0.86 2.75 -0.72 -0.025
C 1.21432 1.67596 1.62230 1.86 1.60 -0.70 0.116
H 1.89309 2.56419 1.42463 -0.97 -0.40 0.33 0.313
H -2.05309 -1.59685 -1.61410 0.24 0.38 -1.04 0.349
C 0.07289 -0.37923 0.68856 3.84 1.18 6.32 -0.699
H -0.13787 0.30710 -2.41984 -0.44 -0.37 -0.71 0.445
H -2.32940 -1.75942 0.03319 1.54 0.98 -0.28 0.311
O 0.91789 1.25379 2.69887 -0.36 -0.07 -0.01 -0.436

---

5
Properties=species:S:1:pos:R:3:forces:R:3:mulliken_charge:R:1 method="wB97M-V/def2-TZVPD" total_charge=0 smiles="N#N.N=O" e_above_lowest_ev=0.3170 e_tot_ha=-240.03546 homo_energy_ev=-9.56 lumo_ev=-0.40
O -0.21334 0.47960 1.43324 -0.87 -0.42 -0.74 -0.228
H -1.55224 -0.32324 0.37737 0.29 -0.15 0.43 0.206
N -0.78314 0.40676 0.37380 -0.14 1.10 1.04 0.024
N 0.77246 -0.49568 -1.02466 2.05 0.03 -0.89 0.056
N 1.77626 -0.06743 -1.15976 -1.34 -0.56 0.15 -0.057